56
Properties=species:S:1:pos:R:3 method="wB97M-V/def2-TZVPD" smiles="CCOC(=O)[C@@]1(Cc2ccccc2C)CCCN(C(=O)CCC(=O)OC)C1" e_lumo_ev=0.60 e_tot_ev=-33977.089 homo_energy_ev=-9.157 homo_lumo_gap_ev=9.753 total_charge=0
H 5.55 0.41 -0.15
H -0.49 -1.70 -2.45
C -4.03 -1.27 0.84
O -0.94 0.81 1.44
C -1.36 1.00 2.79
H 2.26 -0.98 2.36
H -0.17 2.52 -2.59
C -1.51 -2.04 -2.56
C 2.34 -1.97 0.44
H 1.86 -1.93 -0.53
C 2.17 0.51 0.87
H 2.82 2.58 -0.25
C 5.37 -0.38 -0.88
H 1.19 4.16 -1.35
H -4.70 -1.08 1.66
C -1.29 1.73 0.55
C -2.89 -2.78 -0.62
C -1.54 -0.36 3.46
H 0.06 -0.51 -0.38
H 0.59 3.55 0.19
H -2.30 1.56 2.79
H -2.23 -0.97 2.88
C -3.71 -2.56 0.47
H -2.67 -3.79 -0.92
C -2.62 -0.42 -0.94
H 0.71 -0.98 1.49
H -1.21 3.43 -1.47
H -2.80 1.57 -1.69
H 2.19 -2.95 0.89
C -0.39 2.71 -1.53
N 1.50 1.00 -0.20
H -0.60 1.59 3.31
C -2.03 0.79 -1.62
H -1.94 -0.22 4.46
H 5.44 0.01 -1.89
H 6.08 -1.19 -0.72
H -3.74 0.80 0.41
H -1.94 -1.56 -3.44
C 0.84 3.27 -0.84
C 3.82 -1.73 0.27
H -1.50 -3.11 -2.73
H -0.59 -0.87 3.53
H -1.71 0.55 -2.64
C 0.36 0.42 -0.86
C -2.34 -1.73 -1.34
O -1.94 2.71 0.83
H 2.28 2.01 -1.84
H -4.12 -3.40 1.02
O 4.04 -0.86 -0.72
C 1.96 2.23 -0.82
O 3.08 1.13 1.39
O 4.69 -2.23 0.93
C -3.49 -0.21 0.13
C -0.83 1.40 -0.86
C 1.79 -0.88 1.38
H 0.63 0.21 -1.90